[1]
A molecular structure, C14H26BBr4CaCl7F7N3OPS2 at a distorted geometry, computed with ωB97M-V/def2-TZVPD.

The geometry in XYZ format:
```
67
Properties=species:S:1:pos:R:3:mulliken_charge:R:1
C -0.37947 -0.70110 2.15999 -0.658
N -0.91502 -1.27300 0.89429 0.666
C 0.19888 -1.38564 -0.08110 -1.004
B -1.78902 -2.35175 0.98967 -0.057
O -2.21382 -3.16442 -0.05112 -0.525
S -2.58425 -2.76656 2.72543 0.098
C -4.32478 -2.62950 2.33788 -0.916
C -4.49195 -1.23974 1.74457 0.300
C -5.94831 -0.73396 1.73633 -0.501
S -6.54854 -0.01856 0.18353 -0.068
H 0.11273 -1.45084 2.79270 0.378
H 0.37239 0.05897 1.89718 0.079
H -1.17313 -0.18289 2.71326 0.088
H 1.05311 -1.93818 0.32516 0.374
H 0.52904 -0.41644 -0.33167 0.220
H -0.14147 -1.85631 -1.00997 0.337
H -2.95719 -2.77036 -0.53590 0.244
H -2.44111 -4.08267 3.01794 0.322
H -4.91303 -2.77221 3.25357 0.526
H -4.63144 -3.37765 1.59437 0.504
H -4.11863 -1.26392 0.70746 -0.476
H -3.88864 -0.51390 2.31274 0.217
H -6.04352 0.04361 2.50339 0.400
H -6.64245 -1.54198 1.99775 0.389
H -5.63388 -0.45852 -0.70486 -0.068
F -2.99364 -4.49851 4.67769 -0.604
Ca -4.42515 0.61055 -1.27654 0.775
Br -1.22809 -3.84950 5.69302 -0.082
C 0.47115 2.81464 1.43851 -0.232
Br 0.89272 4.63605 1.87167 -0.087
Br -1.38679 2.62141 0.93640 -0.070
Br 1.62466 2.07380 0.10594 0.138
H 0.60194 2.23185 2.33512 0.107
Cl 2.78240 -0.08516 -0.69817 -0.730
N 6.09282 1.16111 -1.42147 0.217
C 6.97287 0.46728 -0.64991 -0.366
C 8.16581 1.14977 -0.64299 -0.655
C 7.98557 2.31175 -1.44480 -0.616
C 6.69112 2.28523 -1.90754 -0.514
H 5.12940 0.87354 -1.58264 0.144
H 6.67430 -0.45019 -0.17124 0.394
H 9.06104 0.85231 -0.12051 0.399
H 8.71674 3.07712 -1.65520 0.571
H 6.15290 2.97269 -2.53927 0.379
F -10.34458 -0.61116 -2.05109 -0.328
P -9.19003 0.30867 -2.70761 0.961
F -7.53690 0.69305 -2.77774 -0.332
F -9.01354 0.72701 -1.12379 -0.353
F -10.09611 0.27874 -4.04678 -0.311
F -8.55414 -1.07574 -3.25740 -0.312
F -9.38112 1.89958 -2.94022 -0.317
C -1.24935 0.58605 6.23928 0.273
Cl -0.49777 1.98037 5.44468 -0.092
Cl -2.16804 1.14849 7.63763 -0.116
Cl -2.33408 -0.24059 5.11485 -0.007
Cl 0.00351 -0.53017 6.75646 -0.085
C 10.31655 1.38829 -4.00559 0.057
Cl 10.36261 0.55127 -5.56427 -0.174
Cl 11.05604 2.99747 -4.09210 -0.174
H 9.28283 1.50291 -3.69701 0.019
H 10.86786 0.79910 -3.28218 0.253
C 3.70073 1.12321 -4.44153 -0.237
C 2.65705 0.29210 -5.02308 0.186
N 1.82616 -0.35980 -5.48334 -0.405
H 3.38764 2.16664 -4.40343 0.272
H 3.93154 0.81164 -3.42354 -0.115
H 4.61390 1.07234 -5.03500 0.302
```

E_HOMO	-3.8141	eV
spin multiplicity	1
DFT total energy	-16845.205115	hartree
total charge	-1

---

[2]
A molecular structure, C14H26Br24O6Y2 at a distorted geometry, computed with ωB97M-V/def2-TZVPD.

The geometry in XYZ format:
```
72
Properties=species:S:1:pos:R:3:mulliken_charge:R:1
Y -1.72271 0.46571 -1.17633 1.334
Y -1.98557 -2.72781 -0.60964 1.741
C -4.00980 -0.77444 0.84560 -0.735
O -2.58308 -0.70701 0.48052 0.105
H -4.38023 0.21728 1.14883 0.275
H -4.67370 -1.23615 0.02444 0.063
H -4.19002 -1.42441 1.69692 0.280
C -5.04666 -4.25316 -0.28203 -0.732
O -3.75308 -3.92923 -0.42381 -0.802
H -5.51628 -4.37242 -1.31135 0.242
H -5.72192 -3.41346 0.15202 0.172
H -5.36613 -5.09092 0.33897 0.277
C -3.45635 -1.60623 -3.12040 -0.624
O -2.36937 -1.31714 -2.30291 -0.096
H -3.38061 -2.54027 -3.61283 0.319
H -4.37198 -1.73790 -2.49760 0.214
H -3.53529 -0.76113 -3.77964 -0.011
C 1.40826 -0.93914 -0.23095 -0.488
O 0.07789 -0.61697 -0.52474 -0.532
H 1.66670 -0.59686 0.80643 0.179
H 1.41229 -2.06250 -0.30408 0.075
H 2.05945 -0.53474 -0.97536 0.256
C -2.70192 3.57310 -1.65724 -0.500
O -2.63590 2.25024 -1.21377 -0.856
H -3.70634 3.89254 -1.94686 0.239
H -2.54797 4.24876 -0.82600 0.118
H -2.02628 3.76239 -2.51765 0.201
C 0.92396 -4.50295 -1.60792 -0.922
O -0.18960 -3.82889 -0.96929 -0.466
H 0.67110 -5.57322 -1.46945 0.246
H 0.92236 -4.26054 -2.64461 0.303
H 1.90886 -4.22407 -1.24297 0.235
C -0.47832 1.28359 -5.18831 -0.377
Br 0.34500 3.04568 -5.32308 -0.050
Br -2.35713 1.41451 -4.80558 -0.096
Br 0.23573 0.13855 -3.84148 0.062
H -0.40608 0.86718 -6.19741 0.424
C -2.07302 5.77226 2.78851 -0.384
Br -3.28818 7.07067 3.73021 -0.067
Br -0.87813 4.96707 4.19510 0.032
Br -1.10183 6.67968 1.41327 -0.003
H -2.62011 4.98087 2.39715 0.379
C 1.94685 2.99858 0.03129 -0.144
Br 3.07135 4.73296 0.33851 -0.169
Br 0.73364 3.35031 -1.43072 -0.010
Br 1.10640 2.54403 1.71948 0.351
H 2.71407 2.30700 -0.28643 0.203
C 4.29986 2.93957 3.32946 0.185
Br 3.20419 3.66179 4.77263 -0.026
Br 4.09434 0.98525 3.20728 0.023
Br 6.26357 3.24596 3.61714 -0.065
H 4.01537 3.33974 2.37335 -0.229
C -0.91887 -4.44019 3.38810 -0.456
Br 0.84202 -5.07785 2.77402 -0.024
Br -2.27160 -5.80577 3.32855 -0.013
Br -1.41567 -2.68119 2.39462 0.127
H -0.87645 -4.17410 4.46521 0.408
C 6.23801 0.36586 0.41199 -0.417
Br 4.85050 -1.03689 0.44058 0.003
Br 5.40804 2.17826 0.06978 0.031
Br 7.57270 0.08973 -0.98353 -0.065
H 6.77460 0.43079 1.34530 0.497
C -0.27240 1.15519 4.78175 0.560
Br -1.95652 1.25858 3.70554 0.041
Br 0.55517 -0.54187 5.21684 -0.066
Br -0.45591 2.25595 6.40908 -0.094
H 0.47630 1.72761 4.22635 -0.637
C 5.14380 -1.50455 -3.31936 -0.129
Br 4.84160 0.43296 -3.54159 -0.018
Br 6.33466 -2.12342 -4.73838 -0.042
Br 3.51035 -2.56451 -3.08331 0.060
H 5.61196 -1.64832 -2.37821 0.085
```

E_HOMO	-8.7404	eV
spin multiplicity	1
DFT total energy	-62853.562178	hartree

---

[3]
A molecular structure, C14H26Cl6O24S6 at a distorted geometry, computed with ωB97M-V/def2-TZVPD.

The geometry in XYZ format:
```
76
Properties=species:S:1:pos:R:3:mulliken_charge:R:1
C -0.21338 0.28174 -5.27380 -0.004
C -1.43577 -0.61158 -5.29305 -0.187
O -2.43460 0.04670 -6.06394 -0.344
S -2.00931 1.56194 -6.41237 1.078
O -2.97336 2.47411 -5.86330 -0.514
O -1.54649 1.72619 -7.75251 -0.580
O -0.78385 1.59816 -5.46641 -0.313
H 0.63783 0.03404 -5.95491 0.275
H 0.32067 0.39646 -4.31013 0.054
H -1.84104 -0.85717 -4.27890 0.157
H -1.22123 -1.46824 -5.88422 0.377
C -3.15717 -0.33355 5.45286 -0.452
C -2.60907 -1.41409 6.44844 -0.242
O -1.28818 -1.72176 5.78331 -0.373
S -0.94325 -0.80300 4.53268 1.260
O -1.35193 -1.36746 3.28294 -0.471
O 0.36140 -0.22792 4.69285 -0.599
O -2.00948 0.38166 4.90876 -0.327
H -3.73434 0.36417 6.03225 0.391
H -3.70383 -0.80191 4.67215 0.252
H -3.06639 -2.36218 6.66590 0.309
H -2.41303 -0.85488 7.35387 0.256
C 5.74423 0.40158 0.44450 -0.501
C 4.35968 -0.00642 -0.11438 0.518
O 4.63674 -0.34527 -1.48750 -0.100
S 6.17285 -0.30012 -1.84065 1.087
O 6.44040 1.01496 -2.31420 -0.585
O 6.57737 -1.39569 -2.64420 -0.541
O 6.60205 -0.46554 -0.31521 -0.380
H 5.72979 0.19505 1.47953 0.461
H 5.97995 1.39546 0.26985 0.453
H 3.62392 0.88422 0.01945 -0.129
H 3.97588 -0.90187 0.38013 -0.438
C -4.84926 1.35870 -2.40152 -0.395
C -3.52712 1.87172 -3.00325 0.320
O -2.60902 1.35009 -1.99619 -0.165
S -3.11996 1.41990 -0.57392 1.111
O -2.75324 2.59835 0.11025 -0.649
O -2.97641 0.18485 0.11297 -0.399
O -4.70738 1.51003 -1.03047 -0.385
H -5.07644 0.35208 -2.74631 0.315
H -5.72652 1.97528 -2.72079 0.326
H -3.52616 2.95837 -3.05096 0.209
H -3.18289 1.40353 -3.91582 -0.280
C 1.07785 3.54704 1.20453 -0.220
C 0.93987 2.26037 2.04468 0.194
O 1.65466 2.63123 3.26297 -0.327
S 3.08755 3.37379 2.85643 0.961
O 4.11467 2.49848 2.28929 -0.421
O 3.41427 4.34906 3.81862 -0.540
O 2.39890 4.06847 1.51671 -0.402
H 0.35188 4.28255 1.56139 0.330
H 1.12230 3.28056 0.15792 0.231
H 1.22854 1.42054 1.41652 -0.217
H -0.14960 2.23227 2.27559 0.372
C 1.03611 -2.14884 1.16722 0.057
C -0.32372 -2.40792 0.62539 -0.221
O -0.26692 -2.11881 -0.79182 -0.417
S 0.73654 -0.90163 -0.98369 0.915
O 0.19320 0.34521 -0.48235 -0.362
O 1.22285 -0.86303 -2.31630 -0.605
O 1.72464 -1.45904 0.01746 0.232
H 1.65508 -3.04298 1.35724 -0.133
H 1.12787 -1.35869 1.92790 0.137
H -1.07314 -1.85694 1.13726 0.159
H -0.49502 -3.44100 0.69998 0.408
C 4.81179 -4.03837 0.78135 -0.100
Cl 4.89127 -2.90367 2.05014 -0.097
Cl 4.83754 -3.32677 -0.82640 -0.042
Cl 3.33325 -5.01692 0.94410 -0.156
H 5.62394 -4.71543 0.92972 0.428
C -5.64279 -1.51805 0.38830 0.495
Cl -6.24262 -2.58352 1.66802 -0.158
Cl -7.00808 -0.89845 -0.55684 -0.155
Cl -4.71291 -2.48647 -0.73604 -0.150
H -5.04245 -0.70365 0.66090 -0.051
```

E_HOMO	-10.8067	eV
spin multiplicity	1
DFT total energy	-7504.880778	hartree

---

Number 1: molar mass 1099.15 g/mol. Number 2: molar mass 2385.86 g/mol. Number 3: molar mass 983.46 g/mol.